# 1
ORCA calculation (ωB97M-V with the def2-TZVPD basis set) on the molecule C28H32N4O5 in a non-equilibrium geometry.

Computed properties:
LUMO level (eV): 0.42
Structure (SMILES): CCN(CC)C(=O)Cn1cc(C(=O)C(=O)N2CCN(Cc3ccc4c(c3)OCO4)CC2)c2ccccc21
HOMO level (Eh): -0.2981
Relative energy (zero: lowest compared OMol25 entry of this formula, charge and spin) (kJ/mol): 0.0
DFT total energy (eV): -45753.793
Strongest force on any atom (Eh/bohr): 0.0253

Structure (XYZ):
```
69
Properties=species:S:1:pos:R:3:forces:R:3
C 3.883 -3.010 -3.485 -0.07 -0.08 0.18
C 3.226 -3.641 -2.262 0.32 0.14 -0.05
N 1.984 -2.976 -1.888 0.21 -0.28 0.02
C 0.732 -3.605 -2.251 -0.32 0.12 -0.22
C 0.298 -3.298 -3.685 0.03 -0.16 0.26
C 2.107 -1.779 -1.274 -0.41 -0.01 0.11
O 3.181 -1.299 -0.985 0.22 0.17 0.09
C 0.800 -1.031 -0.935 0.29 -0.14 -0.04
N 1.098 0.337 -0.627 -0.14 -0.07 0.04
C 1.087 0.913 0.592 0.10 0.41 0.32
C 1.517 2.225 0.513 0.04 -0.25 -0.29
C 1.603 3.182 1.592 0.17 -0.20 0.07
O 2.035 4.315 1.488 -0.11 -0.20 0.06
C 1.079 2.636 2.924 -0.07 0.38 0.30
O 1.707 1.823 3.577 0.22 -0.20 -0.15
N -0.118 3.133 3.313 -0.07 0.11 0.20
C -1.015 3.850 2.441 -0.27 -0.03 -0.52
C -2.039 2.867 1.868 0.11 0.27 0.09
N -2.761 2.234 2.957 -0.05 0.09 0.09
C -3.874 1.407 2.508 0.05 0.03 -0.01
C -3.447 0.195 1.714 -0.06 0.04 -0.10
C -3.234 0.290 0.346 -0.10 0.03 0.15
C -2.734 -0.772 -0.404 0.13 -0.36 -0.03
C -2.459 -1.935 0.272 -0.14 0.06 0.54
C -2.685 -2.051 1.643 0.06 0.17 -0.56
C -3.173 -1.003 2.383 0.07 -0.31 -0.14
O -2.337 -3.309 2.058 -0.13 0.38 0.29
C -1.914 -3.997 0.904 0.32 -1.26 -0.04
O -1.947 -3.120 -0.205 -0.11 0.51 -0.24
C -1.859 1.539 3.860 0.13 0.22 0.14
C -0.822 2.516 4.416 0.05 -0.43 0.21
C 1.835 2.456 -0.870 -0.11 -0.35 -0.05
C 2.313 3.557 -1.575 0.02 0.03 -0.05
C 2.513 3.422 -2.932 0.04 0.13 -0.02
C 2.248 2.221 -3.592 -0.04 -0.10 -0.09
C 1.769 1.119 -2.914 -0.03 -0.13 0.00
C 1.566 1.248 -1.547 0.19 0.73 -0.15
H 4.115 -1.969 -3.276 0.04 0.08 -0.02
H 4.808 -3.532 -3.712 0.13 -0.03 -0.08
H 3.232 -3.060 -4.354 -0.04 -0.02 -0.11
H 3.913 -3.558 -1.414 -0.08 -0.13 -0.09
H 3.008 -4.695 -2.442 -0.03 0.03 0.07
H -0.052 -3.300 -1.558 0.08 -0.07 -0.02
H 0.858 -4.687 -2.141 -0.05 0.10 0.11
H 0.992 -3.731 -4.400 0.05 -0.01 -0.11
H 0.253 -2.226 -3.856 -0.01 0.13 -0.03
H -0.688 -3.719 -3.864 -0.13 -0.05 -0.10
H 0.103 -1.066 -1.777 -0.04 -0.07 0.11
H 0.334 -1.498 -0.064 -0.06 0.04 -0.13
H 0.789 0.357 1.462 -0.05 -0.13 0.16
H -0.463 4.337 1.638 -0.05 0.03 0.08
H -1.531 4.612 3.032 0.05 0.01 -0.09
H -2.757 3.406 1.246 0.00 -0.02 -0.07
H -1.505 2.134 1.237 -0.05 0.11 0.02
H -4.527 2.042 1.904 -0.04 -0.06 0.04
H -4.424 1.094 3.400 -0.06 0.00 -0.06
H -3.469 1.213 -0.163 -0.02 0.13 -0.04
H -2.578 -0.688 -1.466 0.02 0.01 -0.17
H -3.344 -1.110 3.441 -0.02 0.01 0.19
H -2.584 -4.852 0.715 0.09 0.25 0.04
H -0.888 -4.367 1.049 -0.20 0.15 -0.02
H -2.447 1.123 4.680 0.02 -0.08 0.01
H -1.324 0.715 3.356 -0.01 0.02 0.07
H -0.093 1.989 5.033 -0.12 0.09 -0.02
H -1.313 3.297 5.002 0.02 -0.03 -0.01
H 2.524 4.478 -1.057 0.03 0.08 0.03
H 2.890 4.258 -3.502 0.03 0.08 -0.03
H 2.425 2.153 -4.655 0.01 -0.02 -0.08
H 1.580 0.189 -3.430 -0.01 -0.11 -0.08
```
Forces are in eV/Å.



# 2
ORCA calculation (ωB97M-V with the def2-TZVPD basis set) on a structure of composition C20H24N2O7S in a non-equilibrium geometry.

Computed properties:
LUMO level (eV): 0.26
HOMO level (Eh): -0.2875
Relative energy (zero: lowest compared OMol25 entry of this formula, charge and spin) (kJ/mol): 2090.7
DFT total energy (eV): -49255.575
Strongest force on any atom (Eh/bohr): 0.3552

Structure (XYZ):
```
54
Properties=species:S:1:pos:R:3:forces:R:3
C 3.146 -0.195 -3.477 -1.61 4.25 0.58
H 3.259 0.937 -3.882 -0.03 -2.50 1.11
O 1.774 -0.184 -2.763 4.10 -4.88 -7.21
C 1.679 0.516 -1.764 -1.34 3.37 3.83
C 2.623 1.460 -1.429 -9.69 -0.87 6.58
C 2.418 2.003 -0.111 0.38 0.48 -1.58
C 1.315 1.761 0.550 -7.38 -1.48 0.29
C 0.058 0.997 -0.022 4.49 0.42 0.44
C 0.345 0.246 -1.172 4.39 6.53 5.25
N -0.432 -0.587 -1.677 -5.58 -6.77 -3.54
C -1.822 -1.105 -1.101 7.19 0.20 -7.78
O -2.475 -0.494 -0.423 -3.80 2.98 4.89
C -2.205 -2.085 -2.145 -3.10 -4.34 8.41
O -1.316 -3.025 -2.495 0.30 3.34 -6.10
C -0.811 -4.013 -1.959 5.74 -9.13 6.74
C -0.360 -5.300 -2.541 -6.86 11.98 -5.80
C 0.255 -6.242 -2.011 3.49 -7.34 8.13
C 0.501 -6.294 -0.610 -4.31 8.25 -3.12
C 0.038 -5.016 0.180 7.29 -14.15 4.39
C -0.347 -4.054 -0.403 -7.45 12.03 -11.54
O -0.682 -2.806 0.061 2.04 -2.10 4.93
C -0.295 -2.861 1.627 -6.37 7.50 -3.48
H 0.689 -2.872 1.820 3.60 0.32 0.09
H -0.831 -3.517 2.225 -1.31 -1.49 0.37
H -0.915 -1.644 1.735 2.57 -3.76 0.66
H 0.394 -4.995 1.200 -0.32 -0.06 0.15
H 0.972 -7.039 -0.228 2.62 -4.60 2.91
H 0.158 -7.208 -2.433 1.01 -0.83 -1.07
H -0.625 -5.320 -3.604 0.04 -0.36 0.07
H -2.813 -2.744 -1.245 0.28 1.38 -2.24
H -2.999 -1.827 -2.742 -1.07 0.71 -2.31
H -0.140 -1.200 -2.509 -0.22 1.59 1.93
H -0.798 0.874 0.613 -0.21 0.08 -0.09
S 0.808 2.694 1.999 -3.97 -6.00 4.39
O 1.753 3.698 2.268 1.71 1.92 0.25
O 0.457 1.639 3.294 1.75 4.05 -5.64
N -0.913 3.354 1.657 3.66 -9.87 5.45
C -1.592 3.176 3.012 -6.74 3.46 -8.37
H -1.623 2.313 3.424 1.00 -5.72 2.25
C -1.618 4.320 3.816 1.17 0.83 -2.05
H -2.229 4.602 4.552 -3.58 -0.47 2.80
O -1.546 5.463 3.109 -0.77 5.90 -5.45
C -0.598 5.636 1.934 0.62 1.90 2.38
H -0.659 6.655 1.360 -1.11 -1.63 1.37
C -0.864 4.439 0.971 9.38 7.19 1.95
H 0.116 4.669 0.360 -1.63 -1.59 0.29
H -1.593 4.694 0.446 -6.70 1.63 -4.72
H 0.472 5.843 2.447 -2.03 -1.52 -1.32
H -0.759 4.455 4.237 5.99 -0.98 3.81
H -2.772 3.102 2.392 2.43 0.39 2.04
H 2.962 2.754 0.369 1.76 0.93 0.18
H 3.487 1.510 -1.709 9.26 0.47 -4.09
H 2.896 -0.731 -4.333 0.22 -1.47 -1.14
H 4.053 -0.451 -2.873 -1.32 -0.17 -0.28
```
Forces are in eV/Å.



> The lowest strongest force on any atom belongs to which entry?

C28H32N4O5



> The lowest strongest force on any atom belongs to which entry?

C28H32N4O5



> What is the formula in the second record?

C20H24N2O7S



> Which of these has the lowest LUMO level?

C20H24N2O7S